[1]
Density functional theory data (ωB97M-V/def2-TZVPD) for a molecular structure, C55H68AsFIN12O3SSi3Zr.

Element x y z (Å)
I1 -1.681 3.066 5.279
Zr1 -0.630 0.537 -0.803
As1 0.136 1.251 -3.269
S1 -4.330 0.874 2.279
Si1 1.525 -0.654 -3.721
Si2 -0.756 1.340 -5.607
Si3 1.439 3.297 -3.531
F1 3.235 -3.605 3.865
O1 -2.820 -1.594 -1.050
O2 -0.821 -1.146 -1.880
O3 0.448 -1.267 0.407
N1 -5.794 10.106 0.729
N2 0.399 1.378 1.907
N3 -1.479 4.964 0.124
N4 3.997 0.707 -0.400
N5 1.621 1.053 -0.702
N6 5.223 2.641 0.130
N7 3.020 -6.993 6.647
N8 -2.090 0.152 1.175
N9 -0.830 -5.162 0.482
N10 2.316 -6.243 4.006
N11 6.229 0.588 -0.139
N12 -0.690 2.961 -0.396
C1 -4.153 8.153 0.499
C2 -2.059 -0.318 2.470
C3 2.962 -0.155 -4.898
C4 -3.227 0.766 0.927
C5 -5.059 9.236 0.626
C6 0.861 1.451 4.664
C7 0.492 1.103 -7.051
C8 1.802 -5.347 3.086
C9 -0.983 -2.953 -0.396
C10 2.369 -1.536 -2.236
C11 -1.394 -6.506 0.474
C12 1.767 -3.124 2.108
C13 -1.897 7.351 0.292
C14 -2.448 -6.679 1.563
C15 -4.949 1.671 -0.568
C16 -3.743 5.792 0.341
C17 0.705 -3.478 1.265
C18 2.203 3.743 -5.239
C19 2.282 -4.023 2.996
C20 -0.420 2.029 2.723
C21 -2.117 -0.015 -5.752
C22 2.928 3.520 -2.320
C23 -1.734 3.775 -0.452
C24 2.775 0.991 -0.531
C25 -1.638 -1.852 -1.187
C26 1.456 0.779 2.451
C27 -3.199 -0.009 3.240
C28 -4.546 1.795 -2.911
C29 -3.222 1.431 -2.700
C30 3.866 -6.030 5.888
C31 -1.037 -1.041 3.086
C32 -2.290 -1.085 5.152
C33 -1.400 -4.243 -0.321
C34 -3.628 1.238 -0.373
C35 0.493 -2.000 -4.619
C36 -2.783 8.402 0.423
C37 1.599 -6.907 6.219
C38 -1.558 3.083 -5.768
C39 -4.629 6.842 0.461
C40 0.282 3.685 0.243
C41 -1.157 -1.407 4.410
C42 0.199 -4.798 1.317
C43 -5.411 1.946 -1.836
C44 3.704 -6.308 4.391
C45 0.772 -5.702 2.225
C46 5.118 1.334 -0.156
C47 -2.377 6.045 0.248
C48 -0.242 2.078 4.100
C49 0.097 -2.475 0.409
C50 1.506 -7.200 4.715
C51 -3.325 -0.386 4.568
C52 -2.695 1.145 -1.437
C53 0.163 4.681 -3.108
C54 1.736 0.801 3.809
C55 -0.190 4.921 0.569
H1 2.622 0.324 4.198
H2 -3.267 -5.980 1.412
H3 2.112 0.272 1.756
H4 -6.436 2.247 -1.992
H5 -2.234 3.295 -4.944
H6 -1.858 -6.669 -0.499
H7 -2.663 3.568 -0.952
H8 -2.411 9.414 0.467
H9 -0.810 3.868 -5.785
H10 -0.590 -7.236 0.577
H11 0.996 -2.962 -4.596
H12 2.726 -0.420 -5.921
H13 -0.824 4.250 -2.947
H14 -2.357 -1.377 6.188
H15 1.455 3.787 -6.023
H16 0.077 5.394 -3.920
H17 0.336 -1.743 -5.660
H18 1.254 3.273 0.430
H19 -0.347 -1.949 4.878
H20 0.994 -7.615 6.787
H21 -4.213 -0.132 5.123
H22 3.353 -1.124 -2.032
H23 0.117 1.599 -7.941
H24 -4.116 4.780 0.337
H25 -2.581 1.348 -3.575
H26 1.470 1.515 -6.834
H27 0.464 -7.117 4.411
H28 6.173 -0.371 -0.432
H29 -1.259 2.549 2.270
H30 6.124 3.055 0.302
H31 3.887 -0.661 -4.646
H32 2.686 4.714 -5.192
H33 3.362 -7.949 6.471
H34 4.444 3.265 -0.001
H35 -0.142 -1.282 2.544
H36 -2.130 3.165 -6.685
H37 0.414 -6.716 2.269
H38 4.089 -7.313 4.168
H39 2.961 3.032 -5.548
H40 -3.104 0.419 -5.873
H41 1.844 -8.225 4.513
H42 2.608 3.514 -1.284
H43 3.097 -6.818 7.656
H44 -4.906 1.972 -3.914
H45 4.909 -6.142 6.188
H46 -0.839 7.552 0.213
H47 1.777 -1.460 -1.331
H48 4.298 -5.595 3.824
H49 -0.481 -2.127 -4.155
H50 3.412 4.475 -2.499
H51 0.432 5.250 -2.224
H52 7.140 0.997 -0.029
H53 -2.033 -6.512 2.554
H54 1.242 -5.894 6.418
H55 -1.955 -0.652 -6.616
H56 3.539 -5.015 6.120
H57 2.156 -2.119 2.069
H58 -2.148 -0.655 -4.872
H59 -5.616 1.762 0.278
H60 0.266 5.732 1.099
H61 -2.855 -7.684 1.523
H62 -2.230 -4.577 -0.925
H63 -5.687 6.652 0.536
H64 3.140 0.916 -4.867
H65 1.040 1.473 5.728
H66 0.620 0.056 -7.307
H67 2.496 -2.593 -2.454
H68 3.667 2.738 -2.465

The LUMO energy is -6.511 eV. Its net charge is +3. The orbital gap comes out at 0.2692 hartree.


[2]
Density functional theory data (ωB97M-V/def2-TZVPD) for 2 unconnected molecules or ions with the total composition CH2ClNO2.

Element x y z (Å)
Cl1 0.127 1.983 -0.105
O1 -1.481 -0.181 -0.825
O2 -0.785 -1.683 0.504
N1 -0.660 -0.603 -0.044
C1 0.332 0.407 0.316
H1 1.536 -0.148 -1.068
H2 0.930 0.226 1.222

The LUMO energy (spin up / spin down) is -1.723 / -1.787 eV. Its net charge is 0. The orbital gap (spin up / spin down) comes out at 0.3177 / 0.3186 hartree.